[1]
{"formula": "C22H35Cl6CsF5MgN4NaO9PS", "method": "ωB97M-V with the def2-TZVPD basis set", "homo_energy_ev": -6.920, "lumo_ev": -5.653, "max_force_ev_per_a": 8.5, "charge": 1, "homo_lumo_gap_ha": 0.047, "elements": ["C", "C", "C", "N", "N", "C", "F", "C", "P", "O", "O", "O", "C", "C", "C", "O", "C", "C", "C", "H", "H", "H", "H", "H", "H", "H", "H", "H", "H", "H", "H", "H", "H", "H", "H", "H", "F", "Cs", "C", "Cl", "Cl", "H", "H", "C", "Cl", "Cl", "Cl", "H", "C", "F", "F", "F", "S", "O", "O", "O", "O", "C", "C", "O", "H", "H", "H", "H", "C", "C", "N", "C", "C", "N", "C", "C", "H", "H", "H", "H", "H", "H", "H", "H", "H", "H", "H", "Na", "Mg", "Cl"], "coordinates": [[4.16099, -2.17521, 1.25497], [2.76486, -2.57036, 1.09593], [2.01063, -2.79386, -0.36652], [1.25673, -1.49999, -0.72831], [1.74712, -0.43273, -0.09285], [1.05913, 0.69502, -0.51057], [1.54085, 1.91890, 0.08216], [-0.12294, 0.86102, -1.48785], [-0.88358, 2.54372, -1.80205], [-1.99233, 2.72245, -0.72797], [-1.65103, 2.58253, -3.30917], [0.27432, 3.84166, -1.75419], [-0.62335, -0.46727, -2.18639], [-1.79523, -0.49201, -3.26054], [0.20873, -1.62626, -1.69821], [-0.10518, -2.95407, -2.24625], [-1.36686, -3.44138, -1.74844], [-1.45097, -3.62862, -0.15577], [-2.88490, -3.05280, 0.38488], [5.04530, -2.62910, 0.69872], [4.36673, -1.35935, 2.04140], [2.06421, -2.71149, 2.00300], [2.87303, -3.00945, -1.15066], [1.31682, -3.68356, -0.21458], [-2.22995, 3.38815, -3.29542], [0.31942, 4.12538, -0.80468], [-2.78704, -0.31930, -2.69868], [-1.65922, 0.25100, -4.12787], [-1.87348, -1.54647, -3.72779], [-2.27935, -2.83471, -2.06588], [-1.51135, -4.49292, -2.21718], [-0.65681, -3.07261, 0.44344], [-1.39509, -4.74882, 0.14434], [-3.65372, -3.27880, -0.42835], [-2.75652, -1.92032, 0.58041], [-3.17493, -3.54658, 1.38282], [-2.75716, 2.61635, -5.17993], [3.53966, -2.54714, -2.65413], [1.50246, 1.46390, 3.15154], [0.22581, 2.47919, 3.83173], [1.58301, -0.09910, 3.97448], [1.29735, 1.29724, 2.09780], [2.45852, 1.97322, 3.26539], [5.20560, 2.81532, -0.13378], [6.83498, 3.09247, -0.77261], [5.06775, 1.17384, 0.51477], [4.80546, 4.00685, 1.11321], [4.49431, 2.92180, -0.95164], [5.92772, 3.13132, -6.37289], [6.08962, 2.96623, -7.70710], [6.97228, 3.89091, -5.96038], [4.82305, 3.90187, -6.22271], [5.80817, 1.51639, -5.45875], [7.06482, 0.82674, -5.72816], [4.64404, 0.83739, -6.02501], [5.63906, 1.87953, -4.05049], [7.80027, 0.94993, 4.55934], [6.83265, 0.28180, 4.00359], [7.33523, -1.26258, 3.74084], [6.37512, -1.93163, 3.16311], [6.46822, 0.64090, 3.02606], [5.89299, 0.18724, 4.57331], [7.68152, -1.62900, 4.72111], [8.28646, -1.17536, 3.19027], [-4.97346, 1.53400, 2.90511], [-5.08706, 0.12278, 2.35781], [-6.47864, -0.34585, 2.32886], [-6.94688, -1.52369, 2.87861], [-8.28275, -1.57484, 2.62352], [-8.59758, -0.43206, 1.92049], [-7.49085, 0.29148, 1.73363], [-9.92380, -0.04710, 1.44375], [-5.39523, 1.59379, 3.91170], [-3.92767, 1.84387, 2.94739], [-5.51158, 2.24661, 2.27519], [-4.49972, -0.55811, 2.97914], [-4.69454, 0.07097, 1.33871], [-6.26303, -2.18049, 3.38712], [-9.05554, -2.28600, 2.85640], [-7.42990, 1.23084, 1.20200], [-9.89398, 0.06539, 0.35926], [-10.20512, 0.89978, 1.90642], [-10.65417, -0.81094, 1.70945], [-2.52795, -6.43486, 0.17343], [6.65606, 5.83591, -0.64984], [-0.87059, 5.61106, -1.60300]]}

[2]
{"formula": "C22H35ClO2P2Sn", "method": "ωB97M-V with the def2-TZVPD basis set", "homo_energy_ev": -5.746, "lumo_ev": 0.350, "max_force_ev_per_a": 5.6, "homo_lumo_gap_ha": 0.224, "relative_energy_ev": 1.504, "elements": ["P", "P", "C", "C", "H", "H", "H", "H", "C", "H", "H", "H", "C", "H", "H", "H", "C", "H", "H", "H", "C", "H", "H", "H", "Sn", "C", "C", "C", "C", "C", "C", "C", "C", "C", "H", "H", "H", "H", "H", "H", "H", "H", "H", "H", "H", "H", "H", "H", "H", "Cl", "C", "C", "C", "C", "C", "C", "C", "O", "O", "H", "H", "H", "H"], "coordinates": [[0.34303, 0.72422, -1.81254], [-0.36921, 0.36345, 1.17985], [0.12410, -1.01576, -1.18794], [-0.83043, -1.01549, 0.01710], [1.11810, -1.36267, -0.88040], [-0.22812, -1.68511, -1.98172], [-1.85572, -0.81217, -0.31529], [-0.83570, -1.98550, 0.52831], [0.86259, -0.42399, 2.29645], [1.05468, 0.25127, 3.13528], [1.80266, -0.56306, 1.75548], [0.51204, -1.38946, 2.67787], [-1.83894, 0.50011, 2.27108], [-2.15176, -0.47331, 2.66424], [-2.66090, 0.95024, 1.70786], [-1.59378, 1.16561, 3.10387], [1.80950, 0.59339, -2.90880], [1.96351, 1.50237, -3.50041], [1.68025, -0.26229, -3.57702], [2.69233, 0.41005, -2.28963], [-1.02574, 0.90921, -3.02763], [-1.97330, 1.00986, -2.49129], [-1.08151, 0.05775, -3.71513], [-0.86384, 1.82824, -3.59818], [0.34051, 2.13958, -0.03968], [-2.02705, -4.98871, 0.05211], [-0.77484, -5.05118, 0.52025], [0.43612, -5.75507, -0.03364], [0.39055, -6.18402, -1.51692], [0.18957, -5.02411, -2.46232], [-0.95296, -4.43903, -2.84109], [-2.37689, -4.75009, -2.46099], [-2.60209, -5.61030, -1.19790], [1.04652, 3.79204, -1.16004], [-2.73018, -4.38664, 0.62789], [-0.57832, -4.51309, 1.44856], [0.64948, -6.64099, 0.58501], [1.29896, -5.08897, 0.10749], [1.35000, -6.66010, -1.75106], [-0.36991, -6.95375, -1.66074], [1.10903, -4.59595, -2.86192], [-0.86063, -3.60160, -3.53384], [-2.87741, -5.23497, -3.31386], [-2.89925, -3.79264, -2.32512], [-3.68476, -5.72017, -1.06389], [-2.21518, -6.61840, -1.35780], [0.47192, 4.69079, -0.91016], [1.01237, 3.65603, -2.24876], [2.09254, 3.97330, -0.87679], [0.98050, 9.60014, 4.35384], [1.12701, 7.99055, 3.67182], [2.38828, 7.47047, 3.36840], [2.50608, 6.19522, 2.80734], [1.35871, 5.42457, 2.54197], [0.09383, 5.95550, 2.85705], [-0.01937, 7.22983, 3.42128], [1.47645, 4.11481, 1.86322], [2.65769, 3.67084, 1.49274], [0.37669, 3.51799, 1.43578], [3.27756, 8.06083, 3.55120], [3.49267, 5.82446, 2.55939], [-0.81005, 5.39472, 2.65160], [-0.99804, 7.63118, 3.64819]]}

[3]
{"formula": "C22H35F9O26S5", "method": "ωB97M-V with the def2-TZVPD basis set", "homo_energy_ev": -10.940, "lumo_ev": -0.139, "smiles": "CCOC(=O)C(F)(F)F.CCOC(=O)C(F)(F)F.CCOC(=O)C(F)(F)F.O=S1(=O)OCCO1.O=S1(=O)OCCO1.O=S1(=O)OCCO1.O=S1(=O)OCCO1.O=S1(=O)OCCO1", "max_force_ev_per_a": 6.7, "homo_lumo_gap_ha": 0.397, "relative_energy_ev": 6.551, "elements": ["C", "C", "O", "C", "O", "C", "F", "F", "F", "H", "H", "H", "H", "H", "C", "C", "O", "C", "O", "C", "F", "F", "F", "H", "H", "H", "H", "H", "C", "C", "O", "C", "O", "C", "F", "F", "F", "H", "H", "H", "H", "H", "C", "C", "O", "S", "O", "O", "O", "H", "H", "H", "H", "C", "C", "O", "S", "O", "O", "O", "H", "H", "H", "H", "C", "C", "O", "S", "O", "O", "O", "H", "H", "H", "H", "C", "C", "O", "S", "O", "O", "O", "H", "H", "H", "H", "C", "C", "O", "S", "O", "O", "O", "H", "H", "H", "H"], "coordinates": [[1.70481, -1.30195, -2.24565], [1.09240, -2.63685, -1.66915], [1.11998, -2.64070, -0.23915], [2.18605, -2.80646, 0.53342], [3.26759, -3.01883, 0.09122], [1.87264, -2.88691, 1.99803], [1.92511, -1.65756, 2.56584], [0.69106, -3.42368, 2.21327], [2.83227, -3.58974, 2.64582], [1.30622, -1.17685, -3.25242], [2.79282, -1.28475, -2.30918], [1.29595, -0.46823, -1.67484], [1.49149, -3.52442, -2.16012], [0.03102, -2.71548, -1.90453], [-5.91266, -0.15024, -3.07382], [-4.60635, -0.90182, -3.14160], [-4.82080, -2.29585, -2.98680], [-4.87741, -3.14094, -3.98118], [-4.64985, -2.88604, -5.13382], [-5.25792, -4.57970, -3.53848], [-6.41716, -4.99475, -3.99651], [-4.29709, -5.34122, -4.04025], [-5.32775, -4.77151, -2.23761], [-6.10349, 0.02976, -2.01586], [-6.78647, -0.60366, -3.54177], [-5.78258, 0.78765, -3.61378], [-3.75354, -0.56344, -2.55311], [-4.39273, -0.71116, -4.19332], [0.09483, 5.03114, -2.45632], [0.07551, 3.64715, -3.00836], [1.39052, 3.11793, -2.87475], [2.33261, 3.25555, -3.89633], [2.01997, 3.81563, -4.97379], [3.73000, 2.79073, -3.64703], [4.04187, 1.86072, -4.65010], [4.53730, 3.83869, -3.80474], [3.98534, 2.24452, -2.49249], [-0.93748, 5.37698, -2.40312], [0.62818, 5.72143, -3.10987], [0.53769, 5.26924, -1.48922], [-0.30792, 3.46120, -4.01161], [-0.54891, 2.95179, -2.44739], [5.19189, 4.34470, 5.30341], [5.55453, 2.88075, 5.51980], [4.86376, 2.21944, 4.56454], [4.02542, 3.08706, 3.43022], [2.65560, 2.54649, 3.17971], [4.86511, 3.43971, 2.31765], [3.96582, 4.31761, 4.55927], [5.73452, 4.95880, 4.58470], [5.19630, 4.82208, 6.28330], [5.35982, 2.60500, 6.55621], [6.60368, 2.63232, 5.35962], [-5.97037, 1.46745, 4.17909], [-5.36989, 1.34648, 2.73241], [-4.90810, 0.04049, 2.88050], [-3.84871, 0.00775, 4.19569], [-2.60341, 0.75322, 3.98083], [-3.73385, -1.30036, 4.86487], [-4.98398, 0.94813, 5.00258], [-6.81024, 0.78975, 4.33226], [-6.40693, 2.43731, 4.41760], [-4.43539, 1.84632, 2.47753], [-6.00106, 1.64943, 1.89697], [0.38144, 1.77832, 0.66218], [-0.65810, 2.07949, 1.75726], [-1.85226, 1.74995, 1.15360], [-1.70549, 0.75091, -0.17743], [-2.13261, 1.39428, -1.40228], [-2.25355, -0.59532, 0.12734], [-0.04531, 0.78750, -0.13043], [1.37576, 1.47386, 0.98890], [0.39489, 2.68071, 0.05095], [-0.86014, 3.13243, 1.95369], [-0.55287, 1.54394, 2.70077], [-2.68458, -5.42297, 0.93209], [-2.21732, -3.99064, 0.57954], [-1.48131, -4.07411, -0.55494], [-1.59422, -5.55413, -1.32309], [-0.34381, -5.97027, -1.92742], [-2.78962, -5.67985, -2.10187], [-1.88624, -6.32137, 0.14205], [-3.74815, -5.62798, 0.80997], [-2.46327, -5.76437, 1.94331], [-1.61507, -3.62865, 1.41282], [-3.07642, -3.33480, 0.43842], [5.75667, 0.72974, 0.75311], [4.45121, 0.55532, 0.02248], [4.58105, -0.26056, -1.13006], [6.19789, -0.79234, -1.24560], [7.01296, 0.14727, -1.98367], [6.47058, -2.22883, -1.46431], [6.40132, -0.48184, 0.41595], [5.65205, 0.75932, 1.83767], [6.41846, 1.56493, 0.52378], [4.03922, 1.50188, -0.32738], [3.67891, 0.13071, 0.66385]]}